{"formula": "C38H42N8O4PS2SiSr", "method": "ωB97M-V/def2-TZVPD", "species": ["Sr", "C", "N", "C", "C", "N", "C", "P", "C", "N", "C", "C", "N", "C", "C", "N", "C", "C", "N", "C", "H", "H", "H", "H", "H", "H", "H", "H", "H", "H", "H", "H", "H", "H", "H", "C", "C", "C", "C", "N", "C", "C", "C", "C", "C", "C", "N", "H", "H", "H", "H", "H", "H", "H", "H", "C", "C", "C", "C", "Si", "O", "C", "C", "C", "C", "C", "C", "C", "C", "C", "C", "C", "C", "H", "H", "H", "H", "H", "H", "H", "H", "H", "H", "H", "H", "H", "H", "H", "H", "H", "H", "H", "O", "S", "O", "O", "S"], "positions_angstrom": [[0.1745, 0.1070, 0.3605], [-5.5226, 0.2573, 2.1752], [-4.6016, 0.1000, 1.0684], [-4.9428, 0.1383, -0.2612], [-3.7739, -0.0160, -0.9527], [-2.7368, -0.1455, -0.0755], [-3.2481, -0.0768, 1.1359], [-2.3082, -0.0514, 2.7343], [-1.6483, 1.6262, 2.3679], [-1.1899, 2.1675, 1.2501], [-1.1208, 3.5092, 1.4597], [-1.5743, 3.8001, 2.7114], [-1.9218, 2.6112, 3.2814], [-2.3835, 2.4606, 4.6468], [-1.4315, -1.6282, 2.3881], [-0.7595, -2.0789, 1.3419], [-0.4557, -3.3818, 1.5961], [-0.9790, -3.7459, 2.8016], [-1.6100, -2.6385, 3.2960], [-2.2185, -2.5453, 4.6099], [-6.5385, 0.2692, 1.7863], [-5.3385, 1.1914, 2.7069], [-5.4225, -0.5680, 2.8783], [-5.9625, 0.2629, -0.5831], [-3.6205, -0.0484, -2.0197], [-0.7420, 4.1832, 0.7098], [-1.6611, 4.7266, 3.2505], [-2.5065, 3.4519, 5.0793], [-1.6471, 1.8869, 5.2113], [-3.3397, 1.9374, 4.6763], [0.1355, -3.9679, 0.9117], [-0.9520, -4.6695, 3.3521], [-2.2503, -3.5420, 5.0456], [-3.2328, -2.1564, 4.5400], [-1.6140, -1.8824, 5.2301], [-0.6014, 3.7583, -2.9795], [-1.2675, 3.2227, -4.0674], [-1.3342, 1.8456, -4.1981], [-0.7371, 1.0449, -3.2285], [-0.1107, 1.5627, -2.1732], [-0.0432, 2.8837, -2.0583], [-0.7655, -0.4358, -3.3215], [-0.7782, -1.1013, -4.5436], [-0.8237, -2.4839, -4.5492], [-0.8779, -3.1574, -3.3409], [-0.8493, -2.4114, -2.1719], [-0.7722, -1.0877, -2.1630], [-0.5185, 4.8275, -2.8393], [-1.7321, 3.8656, -4.8041], [-1.8592, 1.3938, -5.0290], [0.4935, 3.2615, -1.1941], [-0.7093, -0.5491, -5.4717], [-0.8029, -3.0305, -5.4832], [-0.9173, -4.2374, -3.2974], [-0.8649, -2.8888, -1.1985], [5.5780, 0.9499, -2.7458], [4.0648, 0.9306, -2.5140], [3.7214, 2.0115, -1.4791], [3.3242, 1.2583, -3.8160], [3.3934, -0.7174, -1.7750], [1.9525, -0.5100, -1.1695], [3.3205, -2.0867, -3.1154], [3.9280, -2.0946, -4.3726], [3.7847, -3.1657, -5.2481], [3.0192, -4.2660, -4.8853], [2.4023, -4.2820, -3.6406], [2.5546, -3.2089, -2.7743], [4.6504, -1.3425, -0.5072], [5.8083, -2.0468, -0.8462], [6.7060, -2.4641, 0.1278], [6.4566, -2.1834, 1.4677], [5.3084, -1.4913, 1.8268], [4.4141, -1.0777, 0.8461], [5.8970, 1.9441, -3.0867], [5.8873, 0.2265, -3.5042], [6.1175, 0.7196, -1.8250], [4.0266, 3.0011, -1.8449], [4.2288, 1.8287, -0.5280], [2.6464, 2.0229, -1.2895], [3.5803, 2.2706, -4.1586], [2.2466, 1.2140, -3.6523], [3.5740, 0.5607, -4.6172], [4.5285, -1.2500, -4.6881], [4.2698, -3.1397, -6.2176], [2.9053, -5.1017, -5.5654], [1.8017, -5.1364, -3.3460], [2.0571, -3.2151, -1.8095], [6.0073, -2.2837, -1.8882], [7.5975, -3.0127, -0.1551], [7.1547, -2.5104, 2.2296], [5.0896, -1.2675, 2.8644], [3.5099, -0.5587, 1.1463], [1.2945, 2.0624, 3.3401], [1.5092, 0.6489, 3.6447], [2.6838, 0.3794, 4.4488], [1.4996, -0.1689, 2.4151], [-0.1464, 0.0296, 4.7031]], "forces_ev_per_a": [[0.70, -0.25, -1.32], [0.04, 0.01, 0.07], [-0.02, -0.04, -0.11], [0.08, 0.01, -0.06], [-0.05, -0.02, 0.08], [0.22, 0.00, 0.10], [-0.25, 0.06, -0.06], [-0.40, 0.02, 0.20], [-0.06, 0.32, 0.47], [0.07, -0.35, -0.08], [0.03, 0.08, 0.07], [0.03, -0.06, -0.03], [0.17, -0.13, -0.15], [-0.10, 0.03, 0.16], [0.10, -0.26, 0.32], [-0.12, 0.29, 0.05], [0.04, -0.07, 0.07], [-0.01, 0.08, -0.03], [0.04, 0.12, -0.11], [-0.01, -0.04, 0.03], [0.01, -0.01, -0.02], [0.01, 0.00, 0.00], [0.01, 0.01, 0.00], [0.00, 0.00, 0.01], [-0.01, 0.00, 0.00], [0.00, 0.01, 0.01], [0.01, 0.01, -0.01], [0.00, 0.02, -0.06], [0.02, 0.02, -0.03], [0.00, 0.00, -0.04], [0.00, -0.01, 0.02], [0.01, -0.01, -0.01], [0.03, -0.01, -0.03], [0.00, 0.01, -0.03], [-0.01, -0.04, 0.01], [0.04, 0.06, 0.03], [0.00, -0.07, -0.01], [0.00, 0.02, -0.03], [0.14, 0.14, -0.11], [-0.21, 0.18, 0.38], [-0.03, 0.01, -0.13], [0.02, -0.26, 0.08], [0.05, 0.10, -0.06], [-0.02, -0.08, 0.03], [-0.05, 0.02, 0.01], [0.12, 0.04, -0.10], [-0.11, -0.02, 0.21], [0.01, -0.01, 0.01], [0.00, 0.00, 0.00], [0.01, 0.00, 0.00], [-0.03, 0.00, 0.01], [-0.02, 0.01, 0.01], [0.00, 0.01, -0.01], [0.01, 0.01, -0.01], [-0.04, 0.01, 0.01], [-0.11, -0.02, 0.00], [0.00, -0.08, 0.02], [0.02, -0.08, -0.03], [0.10, 0.03, 0.11], [0.17, 0.00, -0.25], [-0.34, 0.03, 0.53], [-0.01, 0.05, 0.07], [0.02, -0.07, 0.05], [-0.04, -0.04, -0.02], [0.03, 0.09, 0.02], [0.02, -0.04, 0.03], [0.03, 0.08, -0.08], [-0.11, 0.08, 0.03], [0.00, 0.01, 0.04], [-0.02, 0.01, 0.02], [0.00, 0.00, -0.05], [-0.03, 0.03, 0.02], [0.03, -0.04, -0.08], [0.00, -0.01, -0.01], [0.03, -0.04, -0.01], [0.03, 0.00, -0.02], [0.01, 0.00, 0.01], [-0.03, 0.03, 0.02], [0.02, 0.04, 0.02], [-0.02, 0.00, 0.00], [-0.11, 0.02, -0.06], [-0.05, 0.07, 0.00], [0.05, -0.02, 0.02], [0.00, 0.00, 0.00], [0.00, -0.01, 0.00], [0.01, 0.01, 0.00], [0.00, -0.04, 0.00], [0.01, 0.00, 0.01], [0.00, 0.00, 0.00], [0.01, 0.00, 0.00], [0.01, -0.02, 0.00], [0.03, -0.02, 0.03], [-0.03, 0.02, -0.24], [-0.03, 0.42, 0.86], [0.01, -0.01, -0.02], [-0.11, -0.24, -0.90], [-0.08, -0.17, 0.07]], "nbo_charge": [1.8323, -0.3951, -0.3556, -0.1109, -0.0884, -0.5098, 0.0659, 0.7330, 0.1050, -0.5792, -0.0820, -0.0640, -0.3346, -0.4233, 0.1191, -0.5737, -0.0881, -0.0790, -0.3389, -0.4130, 0.2056, 0.2084, 0.2142, 0.2059, 0.2061, 0.1995, 0.2111, 0.1985, 0.2769, 0.1958, 0.2106, 0.2119, 0.2014, 0.2025, 0.2602, -0.2509, -0.1706, -0.2419, 0.1832, -0.4255, 0.0547, 0.1509, -0.1952, -0.1826, -0.2476, 0.0611, -0.4101, 0.2166, 0.2116, 0.2148, 0.2019, 0.2067, 0.2130, 0.2161, 0.2079, -0.6044, -0.5051, -0.6021, -0.6025, 1.9723, -1.4191, -0.3865, -0.2262, -0.2339, -0.2391, -0.2208, -0.2151, -0.4373, -0.2237, -0.2455, -0.2160, -0.2217, -0.2086, 0.1842, 0.1938, 0.2195, 0.1827, 0.2190, 0.2093, 0.1837, 0.2105, 0.1985, 0.1978, 0.1977, 0.1977, 0.1958, 0.2180, 0.1985, 0.1941, 0.1955, 0.2286, 0.2463, -1.0418, 2.2790, -1.0032, -1.1453, -0.7674], "mol_weight_g_mol": 885.6, "de_lowest_kj_mol": 67.2, "gap_ev": 6.4783, "lumo_energy_ev": 2.140, "total_charge": -1, "homo_energy_ha": -0.1594, "total_energy_ev": -99879.525}